Entry one
Density functional theory data (wB97M-V/def2-TZVPD) for C6H9N3 in the gas phase.

Structure (ORCA input):
```
! wB97M-V def2-TZVPD RIJCOSX def2/J DEFGRID3
* xyz 0 1
C 0.9905 2.9115 -0.3912
C 0.5445 1.7807 -0.3523
C 0.3512 0.3791 -0.1415
N -0.9551 -0.1500 -0.5813
N -1.9728 0.3967 0.0676
C -3.2133 -0.0059 0.0116
C 0.9021 -0.1375 1.1961
C 1.5654 -0.5465 -0.1048
N 1.1464 -1.8270 -0.5755
H 1.5719 3.7852 -0.2483
H -0.9025 -1.1470 -0.5642
H -3.8996 0.6041 0.5197
H -3.5106 -0.7234 -0.7350
H 1.4289 0.5889 1.8442
H 0.2581 -1.0168 1.5145
H 2.5739 -0.1328 -0.4580
H 1.8258 -2.2630 -1.2012
H 1.2950 -2.4962 0.1994
*
```

Values from the calculation:
SMILES = C#C[C@]1(NN=C)C[C@H]1N
Orbital gap = 9.1 eV
Molecular weight = 123.2 g/mol

***

Entry two
Density functional theory data (wB97M-V/def2-TZVPD) for C6H9N3 in the gas phase.

Structure (ORCA input):
```
! wB97M-V def2-TZVPD RIJCOSX def2/J DEFGRID3
* xyz 0 1
H -1.2053 1.1419 -3.0026
N -1.6671 0.7962 -2.1532
C -0.8424 0.0711 -1.5040
C -1.6524 -0.4368 -0.3065
C -0.2109 -0.6094 -0.2601
N 0.3476 -1.9327 -0.4979
C 0.6090 0.3284 0.5303
C 1.2701 -0.1334 1.7975
C 0.6600 1.5694 0.1068
N 0.7782 2.6941 -0.2474
H -2.1216 0.3311 0.3000
H -2.2881 -1.2844 -0.5375
H -0.2106 -2.4991 -1.1327
H 0.6264 -2.4359 0.3401
H 2.0735 -0.8443 1.5791
H 0.5473 -0.6249 2.4561
H 1.7063 0.7070 2.3462
H 1.5801 3.1619 0.1857
*
```

Values from the calculation:
SMILES = [H]/N=C1/C[C@]1(N)C(C)=C=N
Orbital gap = 8.5 eV
Molecular weight = 123.2 g/mol

***

Entry three
Density functional theory data (wB97M-V/def2-TZVPD) for C6H9N3 in the gas phase.

Structure (ORCA input):
```
! wB97M-V def2-TZVPD RIJCOSX def2/J DEFGRID3
* xyz 0 1
H -1.0483 1.5736 -1.0154
N -0.0923 1.4487 -1.2154
C 0.8193 0.8725 -0.5591
C 2.2386 0.7006 -0.9447
C 0.5416 0.0145 0.8683
N -0.6755 -0.6279 0.5246
C -1.9055 -0.0806 0.8227
C -2.8411 -0.9955 0.4409
C -2.0676 -2.0455 -0.1378
N -0.7853 -1.7706 -0.1092
H 2.8743 1.2228 -0.0612
H 2.6805 -0.3469 -1.0321
H 2.4836 1.2228 -1.9897
H 1.2634 -0.8700 1.0018
H 0.4857 0.8553 1.6697
H -2.1681 0.7718 1.3350
H -3.8820 -0.9687 0.5677
H -2.5398 -2.9660 -0.5631
*
```

Values from the calculation:
SMILES = [H]/N=C(/C)Cn1cccn1
Orbital gap = 9.6 eV
Molecular weight = 123.2 g/mol

***

Entry four
Density functional theory data (wB97M-V/def2-TZVPD) for C6H9N3 as an isolated structure.

Structure (ORCA input):
```
! wB97M-V def2-TZVPD RIJCOSX def2/J DEFGRID3
* xyz 0 1
C -1.5539 1.3338 0.6402
C -0.2117 1.2199 0.2730
C -0.1618 -0.1021 -0.1516
C 2.2940 -1.0733 -0.9709
C 0.9372 2.2622 0.3120
C -1.4484 -2.1801 0.0670
N -2.2123 0.1937 0.5004
N 1.0983 -1.0843 -1.2286
N -1.2948 -0.7214 0.1159
H -2.2397 2.0473 1.0029
H 2.9994 -1.5689 -1.6381
H 2.6843 -0.5525 -0.1861
H 0.5390 3.2001 0.1505
H 1.3442 2.2642 1.3523
H 1.7284 2.0798 -0.5118
H -1.5863 -2.4589 1.0808
H -2.4481 -2.3902 -0.3502
H -0.4680 -2.4694 -0.4575
*
```

Values from the calculation:
Orbital gap = 9.7 eV
Molecular weight = 123.2 g/mol

***

Which structure is the least stable? The one labeled entry two.

***

Entry one
Density functional theory data (wB97M-V/def2-TZVPD) for an isolated ion of composition C6H10N3O and charge +1.

Structure (ORCA input):
```
! wB97M-V def2-TZVPD RIJCOSX def2/J DEFGRID3
* xyz 1 1
C 1.3903 1.3851 0.0892
C 0.0942 1.2437 0.0037
C 2.3506 0.2617 -0.0239
C 0.8619 -1.3071 -0.5596
C -3.1695 -0.3086 0.0929
C -1.3491 1.2599 0.1868
N 2.0422 -0.8744 -0.4984
N 3.6161 0.5253 0.3217
N 0.1633 -2.3402 -0.5964
O -1.7522 -0.1026 0.0831
H 1.9228 2.2353 0.3090
H -3.6627 -0.0838 -0.8715
H -3.7383 0.3031 0.8605
H -3.4416 -1.3789 0.2059
H -1.8621 1.9004 -0.5948
H -1.5176 1.5959 1.3089
H 3.8998 1.3960 0.6220
H 4.3598 -0.2219 0.3343
H -0.8245 -2.1638 -0.6864
H 0.6166 -3.3253 -0.5869
*
```

Values from the calculation:
Orbital gap (alpha / beta) = 8.1 / 8.0 eV
Molecular weight = 140.2 g/mol

***

Entry two
Density functional theory data (wB97M-V/def2-TZVPD) for an isolated ion of composition C6H10N3O and charge +1.

Structure (ORCA input):
```
! wB97M-V def2-TZVPD RIJCOSX def2/J DEFGRID3
* xyz 1 1
C 0.8253 -1.2781 -0.2577
C -1.3313 -0.5327 -0.7868
C 0.7096 1.0281 -0.7152
C -2.0089 0.4428 -0.1194
C -2.8776 -0.5608 0.8246
C 2.8515 -0.0994 0.0733
N -0.4003 -1.4414 -0.7295
N 1.4240 -0.0988 -0.0754
N 0.7496 2.2617 -0.2375
O -2.2394 1.5758 -0.2303
H 1.5394 -2.1220 0.1290
H -3.0263 -1.5042 0.3207
H -3.9161 -0.0909 0.8040
H -2.3822 -0.3504 1.8196
H 3.0882 0.4243 1.0642
H 3.2200 -1.1659 0.0069
H 3.3638 0.4322 -0.7915
H -0.6959 -2.3475 -1.0336
H -0.0045 2.7730 -0.6502
H 1.1110 2.6542 0.5847
*
```

Values from the calculation:
Orbital gap (alpha / beta) = 7.6 / 7.6 eV
Molecular weight = 140.2 g/mol

***

Which structure is the least stable? The one labeled entry two.

***

Entry one
Density functional theory data (wB97M-V/def2-TZVPD) for C5H8N2O3 in the gas phase.

Structure (ORCA input):
```
! wB97M-V def2-TZVPD RIJCOSX def2/J DEFGRID3
* xyz 0 1
C -2.0071 -0.5216 1.2496
C -1.0782 0.0675 0.2797
N -1.3313 0.4881 -0.9092
O -2.6161 0.4785 -1.2840
C 0.3997 0.3522 0.5484
O 1.0675 -0.6631 1.2822
C 0.6652 2.0352 0.5144
O 0.6346 2.9688 1.2219
N 1.1746 1.1905 -0.3705
C 2.1070 1.3334 -1.4791
H -1.9571 -1.5989 1.3007
H -1.8327 -0.0213 2.2415
H -3.1587 -0.3195 0.9344
H -2.6312 1.2213 -2.0242
H 1.3941 -0.3965 2.2127
H 3.0837 1.1554 -1.0436
H 1.8513 0.4859 -2.2508
H 2.1408 2.2899 -1.9849
*
```

Values from the calculation:
SMILES = C/C(=N\O)[C@]1(O)C(=O)N1C
Orbital gap = 8.6 eV
Molecular weight = 144.1 g/mol

***

Entry two
Density functional theory data (wB97M-V/def2-TZVPD) for a 2-piece molecular cluster, C5H8N2O3 overall.

Structure (ORCA input):
```
! wB97M-V def2-TZVPD RIJCOSX def2/J DEFGRID3
* xyz 0 1
C 0.9712 3.6982 -0.1385
C 1.4932 3.2480 -1.4813
C 2.9874 3.2591 -1.5806
C 3.8442 3.8160 -2.5767
N 5.0362 3.3340 -2.3985
O 4.9323 2.4194 -1.4146
N 3.7097 2.4562 -0.8503
C 0.7515 2.6122 -2.7841
O 0.9065 3.9962 -2.5353
H -0.1235 3.6396 -0.1367
H 1.3638 3.0493 0.6553
H 1.3066 4.7204 0.0820
H 3.6091 4.4992 -3.3868
H 1.4315 2.2209 -3.5490
H -0.3027 2.3229 -2.7731
O 1.4632 0.7037 -0.5798
H 1.0475 0.7669 -1.6183
H 2.4213 0.8380 -0.6377
*
```

Values from the calculation:
SMILES = C[C@@]1(c2cnon2)CO1.O
Orbital gap = 10.7 eV
Molecular weight = 144.1 g/mol

***

Entry three
Density functional theory data (wB97M-V/def2-TZVPD) for C5H8N2O3 as an isolated structure.

Structure (ORCA input):
```
! wB97M-V def2-TZVPD RIJCOSX def2/J DEFGRID3
* xyz 0 1
C -3.0701 -0.7369 -0.2474
C -2.0038 -1.2800 0.5011
C -1.1261 -0.3546 0.9522
C -1.9986 1.6160 -0.0310
C 4.2215 -0.2601 -0.1924
H -3.7086 1.2549 -0.9083
H -1.8579 -2.3222 0.7660
H -0.1997 -0.7656 1.4631
H -0.1897 1.3829 1.4095
H 2.6436 -0.3808 -1.5894
H 5.0137 0.5094 -0.3444
H 4.3131 -0.8300 0.6645
H 4.5906 -1.0790 -0.9088
N -2.8845 0.6791 -0.5763
N -1.1542 1.0225 0.8645
O -3.7530 -1.4464 -0.8945
O -1.7842 2.7207 -0.3604
O 2.9479 0.2700 -0.5678
*
```

Values from the calculation:
Orbital gap = 9.4 eV
Molecular weight = 144.1 g/mol

***

Which structure is the least stable? The one labeled entry one.

***

Entry one
Density functional theory data (wB97M-V/def2-TZVPD) for C25H30N4O4S as an isolated structure.

Structure (ORCA input):
```
! wB97M-V def2-TZVPD RIJCOSX def2/J DEFGRID3
* xyz 0 1
C 7.2014 -1.0470 -1.5484
H 8.3328 -1.4044 -1.6260
C 6.7820 -0.8890 -0.2333
N 5.2854 -0.5820 -0.2037
C 4.9661 0.6071 -0.3859
S 6.0925 1.8256 -0.1474
N 3.5447 1.0380 -0.1778
C 2.5299 0.3120 -0.3917
O 1.3736 0.7172 -0.5978
C 2.9261 -1.1409 0.0184
C 1.8798 -1.8465 0.3079
C 0.4855 -1.7210 0.5541
C -0.4759 -2.7883 0.1793
N -1.6218 -1.9784 0.8232
C -1.3421 -0.9471 1.3860
C -2.2360 -0.0952 2.3310
C -1.5326 0.8183 2.9359
C -0.2199 1.0840 2.9776
C 0.7483 0.3891 2.1349
C 0.0354 -0.7002 1.5820
H 1.6693 0.3977 2.1381
H 0.1291 2.0456 3.6188
H -2.1917 1.7964 3.4791
H -3.3008 -0.1286 2.3749
C -2.9827 -2.2983 0.2366
H -3.5173 -2.3753 1.3685
H -2.9908 -3.6925 0.1427
C -3.6450 -1.4514 -0.6258
O -4.8730 -1.9490 -0.8625
N -2.9311 -0.6210 -1.0105
H -2.0853 -0.2184 -0.6829
C -3.6569 0.4608 -1.9184
H -2.9211 0.9383 -2.5250
H -4.5279 -0.0720 -2.2948
C -4.0837 1.5259 -0.7934
H -3.1130 2.2906 -0.3713
O -4.6901 1.0479 0.1436
C -6.0921 0.9060 0.2519
C -6.4140 1.8958 -1.1590
H -6.8327 1.4254 -1.9608
H -7.1003 2.4809 -0.7528
C -5.1973 2.6309 -1.1881
H -5.1218 3.4707 -0.8736
H -4.9094 2.5860 -2.4561
H -6.7666 1.1773 0.8163
H -6.1271 -0.2190 -0.3130
C -0.4267 -3.9157 -0.5376
H -0.9048 -3.7492 -1.4743
H -0.9796 -4.5482 -0.1878
H 0.3767 -4.0356 -0.7703
H 2.3058 -3.0257 0.1792
C 4.2939 -1.5076 -0.1496
O 4.7830 -2.6606 -0.1847
C 3.3802 2.4899 -0.4449
C 3.2531 3.2253 0.9031
H 2.3662 2.9379 1.5615
H 2.8743 4.2759 0.5363
H 3.9722 3.2484 1.4240
H 4.1469 3.1271 -1.1001
H 2.5291 2.5906 -0.8212
H 7.2754 -0.3497 0.3000
H 6.7013 -1.9781 0.3435
H 6.6009 -1.7318 -2.2869
H 6.9701 -0.0947 -1.9914
*
```

Values from the calculation:
Orbital gap = 7.0 eV
Molecular weight = 482.6 g/mol

***

Entry two
Density functional theory data (wB97M-V/def2-TZVPD) for C25H30N4O4S in the gas phase.

Structure (ORCA input):
```
! wB97M-V def2-TZVPD RIJCOSX def2/J DEFGRID3
* xyz 0 1
C -3.9085 -2.8699 -0.9752
C -3.9687 -1.8546 0.1281
C -4.1291 -2.2507 1.4486
C -4.2385 -1.2986 2.4439
C -4.1721 0.0592 2.1672
C -4.3807 1.0458 3.2780
C -3.9552 0.4675 0.8430
N -3.8775 1.8503 0.5672
C -2.6771 2.5186 1.0259
C -1.4452 2.0575 0.2190
N -1.8506 1.7317 -1.1301
C -1.3791 0.6935 -1.8430
O -1.8727 0.3362 -2.9030
C -0.2100 -0.0460 -1.2713
C -0.2827 -1.3992 -1.2544
N 0.7099 -2.2188 -0.8416
C 0.5017 -3.6481 -0.8443
C 1.9047 -1.6808 -0.4243
C 2.9627 -2.4932 0.0150
C 4.1491 -1.9300 0.4274
C 4.3059 -0.5506 0.4156
S 5.8339 0.1759 1.0011
O 5.5584 0.9530 2.1724
O 6.8233 -0.8639 1.0998
N 6.1722 1.2379 -0.2614
C 6.9717 2.3809 0.1186
C 6.6395 0.5336 -1.4308
C 3.2882 0.2653 -0.0089
C 2.0785 -0.2815 -0.4410
C 1.0180 0.6371 -0.9009
O 1.1878 1.8458 -0.9645
C -2.9515 2.5147 -1.6460
C -4.2097 2.3114 -0.7679
C -3.8799 -0.5017 -0.1560
H -3.2731 -3.7102 -0.6965
H -4.9061 -3.2641 -1.1710
H -3.5387 -2.4240 -1.8961
H -4.1898 -3.3012 1.6944
H -4.3989 -1.6140 3.4655
H -5.0919 0.6458 3.9980
H -3.4508 1.2456 3.8124
H -4.7653 1.9831 2.8840
H -2.5054 2.3132 2.0806
H -2.8349 3.5940 0.9061
H -0.6729 2.8350 0.2091
H -1.0234 1.1614 0.6816
H -1.1930 -1.8804 -1.5814
H 1.2275 -4.1421 -1.4929
H 0.5903 -4.0526 0.1660
H -0.4970 -3.8620 -1.2178
H 2.8588 -3.5651 0.0355
H 4.9746 -2.5378 0.7629
H 8.0363 2.1329 0.1978
H 6.6101 2.7195 1.0863
H 6.8379 3.1710 -0.6207
H 5.9470 -0.2811 -1.6350
H 6.6503 1.2168 -2.2793
H 7.6418 0.1158 -1.2828
H 3.4068 1.3372 -0.0207
H -2.6520 3.5677 -1.6484
H -3.1307 2.1951 -2.6733
H -4.9058 1.6086 -1.2239
H -4.7287 3.2723 -0.6616
H -3.7394 -0.2091 -1.1847
*
```

Values from the calculation:
SMILES = Cc1ccc(C)c(N2CCN(C(=O)c3cn(C)c4ccc(S(=O)(=O)N(C)C)cc4c3=O)CC2)c1
Orbital gap = 7.9 eV
Molecular weight = 482.6 g/mol

***

Which structure is the least stable? The one labeled entry one.

***

Entry one
Density functional theory data (wB97M-V/def2-TZVPD) for C2H4N6 in the gas phase.

Structure (ORCA input):
```
! wB97M-V def2-TZVPD RIJCOSX def2/J DEFGRID3
* xyz 0 1
H -3.0691 0.5581 0.1266
N -2.2981 -0.1099 -0.0524
C -1.2344 0.6318 -0.0724
N -0.0092 -0.1024 -0.0193
N -0.1587 -1.3998 0.0251
N 1.0851 -1.8561 0.0219
N 2.0236 -0.8130 -0.1020
C 1.3171 0.2944 -0.1120
N 1.7364 1.5559 0.0690
H 2.6903 1.4511 0.0464
H -0.9463 1.7171 -0.0359
H -1.1366 -1.9270 0.1049
*
```

Values from the calculation:
SMILES = [H]/N=C/n1[nH]nn/c1=N\[H]
Orbital gap = 7.9 eV
Molecular weight = 112.1 g/mol

***

Entry two
Density functional theory data (wB97M-V/def2-TZVPD) for C2H4N6 in the gas phase.

Structure (ORCA input):
```
! wB97M-V def2-TZVPD RIJCOSX def2/J DEFGRID3
* xyz 0 1
C 0.0178 1.7510 -1.5376
N -0.2901 0.5457 -1.1891
N 0.0951 0.2561 0.0691
N 0.6236 1.1563 0.9723
N 0.8269 0.4946 2.0205
N 0.4767 -0.7894 1.9363
C 0.0877 -0.9534 0.7051
N -0.3865 -2.1039 0.1351
H -0.3087 1.9714 -2.5456
H 0.6426 2.3934 -0.9348
H -1.3107 -1.8861 -0.4826
H -0.4745 -2.8358 0.8514
*
```

Values from the calculation:
SMILES = C=Nn1nnnc1N
Orbital gap = 9.8 eV
Molecular weight = 112.1 g/mol

***

Entry three
Density functional theory data (wB97M-V/def2-TZVPD) for C2H4N6 in the gas phase.

Structure (ORCA input):
```
! wB97M-V def2-TZVPD RIJCOSX def2/J DEFGRID3
* xyz 0 1
H -1.3074 0.4422 1.4937
N -0.9129 -0.5390 1.7193
C -0.1230 -0.9016 0.8785
N 0.4785 -2.1931 0.6705
N 1.4032 -1.9923 -0.2192
N 1.3634 -0.9543 -0.8898
N 0.4535 -0.1059 -0.1392
N -0.6388 0.5278 -0.8849
C -0.7553 1.7534 -0.4661
H 2.0049 -0.5707 -1.5489
H -1.9081 2.0435 -0.9351
H -0.0580 2.4899 0.3212
*
```

Values from the calculation:
SMILES = [H]/N=c1/nn[nH]n1N=C
Orbital gap = 9.3 eV
Molecular weight = 112.1 g/mol

***

Which structure is the least stable? The one labeled entry three.